C5H12N2O | ωB97M-V/def2-TZVPD

Structure (XYZ):
```
20
Properties=species:S:1:pos:R:3
C 1.44128 0.07315 1.54447
N 0.90762 0.55034 0.25895
C 1.22644 2.08818 -0.07069
C -0.62562 0.38164 0.29806
C -1.22136 -0.12208 -1.10853
N -0.73275 -1.45994 -1.11604
C -1.48276 -2.59457 -0.64155
O -0.77538 -3.62679 -0.75169
H 1.20872 -0.95815 1.39253
H 0.95130 0.41512 2.48786
H 2.61968 0.17076 1.54770
H 0.42074 2.66403 0.24547
H 1.41776 2.25162 -1.05100
H 2.16759 2.55132 0.44000
H -1.08203 1.41442 0.45414
H -0.94945 -0.11598 1.16208
H -2.33289 -0.00857 -1.30005
H -0.89666 0.34995 -2.04459
H 0.24338 -1.67281 -1.44078
H -2.50561 -2.35164 -0.30635
```

For the highest occupied orbital energy, the calculation gives -0.32262 Eh. The value obtained for the total energy is -10404.5166 eV. For the frontier orbital gap, the calculation gives 0.3573 Ha. As for the structure (SMILES): CN(C)CCNC=O.